1.
{"formula": "C8H15N5", "method": "the ωB97M-V functional and the def2-TZVPD basis", "molar_mass_g_mol": 181.24, "charge": 2, "multiplicity": 1, "homo_lumo_gap_ha": 0.2455, "de_lowest_kj_mol": 0.0, "symbols": ["C", "C", "C", "C", "C", "C", "C", "C", "N", "N", "N", "N", "N", "H", "H", "H", "H", "H", "H", "H", "H", "H", "H", "H", "H", "H", "H", "H"], "xyz": [[0.39, -5.00, 1.40], [0.55, -3.65, 1.26], [-0.43, -2.93, 2.15], [-0.76, -5.19, 2.22], [0.38, -1.57, 0.39], [-0.86, -1.76, 1.26], [2.21, -3.06, -0.49], [-0.57, 12.02, -3.95], [0.62, -0.53, -0.24], [-1.31, -4.00, 2.55], [-1.28, -6.35, 2.58], [1.12, -2.78, 0.42], [-0.33, 13.11, -4.56], [0.94, -5.79, 0.93], [-1.69, -2.04, 0.61], [-1.11, -0.85, 1.78], [2.99, -2.30, -0.38], [2.63, -4.03, -0.25], [1.86, -3.06, -1.52], [-1.21, 11.27, -4.39], [0.09, -2.53, 3.03], [-0.15, 11.83, -2.97], [1.45, -0.46, -0.81], [-2.06, -3.88, 3.21], [-0.84, -7.21, 2.29], [-2.13, -6.41, 3.12], [0.26, 13.84, -4.16], [-0.73, 13.32, -5.48]]}

=====

2.
{"formula": "C4H6O3V", "method": "the ωB97M-V functional and the def2-TZVPD basis", "molar_mass_g_mol": 153.03, "s_squared": 6.008, "charge": 3, "multiplicity": 5, "homo_lumo_gap_ha": [0.3140, 0.3321], "de_lowest_kj_mol": 151.3, "symbols": ["H", "O", "C", "O", "V", "O", "C", "H", "H", "H", "C", "C", "H", "H"], "xyz": [[1.26, -0.65, 2.58], [0.52, 0.43, 0.73], [-0.08, 0.01, -0.46], [-1.23, -0.39, -0.46], [-2.82, -1.16, -0.86], [0.76, 0.13, -1.38], [0.35, 0.01, -2.77], [0.05, -1.03, -2.95], [-0.46, 0.71, -2.96], [1.24, 0.27, -3.34], [0.30, -0.19, 1.83], [0.26, 0.46, 3.08], [0.04, 1.53, 3.07], [-0.19, -0.13, 3.89]]}

=====

3.
{"formula": "C8H10Be2CoF6N3O13", "method": "the ωB97M-V functional and the def2-TZVPD basis", "molar_mass_g_mol": 547.12, "s_squared": 6.008, "charge": 2, "multiplicity": 5, "homo_lumo_gap_ha": [0.1665, 0.1529], "symbols": ["Co", "Be", "Be", "N", "O", "O", "O", "N", "O", "O", "O", "N", "O", "O", "O", "C", "C", "O", "C", "O", "C", "F", "F", "F", "H", "H", "H", "H", "H", "C", "C", "O", "C", "O", "C", "F", "F", "F", "H", "H", "H", "H", "H"], "xyz": [[1.35, -0.25, 5.49], [-2.35, 1.81, 3.30], [-0.75, -3.80, 1.43], [0.32, -3.37, 4.82], [-0.80, -3.62, 5.32], [0.97, -2.45, 5.31], [0.69, -3.92, 3.77], [0.17, -0.48, 2.47], [1.03, -0.38, 3.38], [-0.50, 0.54, 2.12], [-0.10, -1.60, 2.16], [-3.17, -1.65, 2.85], [-2.84, -2.41, 1.96], [-3.30, -2.06, 4.01], [-3.15, -0.46, 2.69], [-2.20, -0.56, -1.20], [-0.68, -0.42, -1.29], [-0.22, -1.31, -2.34], [-0.13, -2.63, -2.11], [-0.40, -3.15, -0.99], [0.27, -3.46, -3.32], [1.57, -3.80, -3.27], [-0.45, -4.60, -3.23], [-0.04, -2.87, -4.43], [-2.56, -0.94, -2.15], [-2.63, 0.38, -0.85], [-2.56, -1.22, -0.40], [-0.14, -0.39, -0.35], [-0.38, 0.60, -1.57], [1.62, 2.97, 0.55], [0.96, 3.74, -0.56], [1.72, 4.04, -1.76], [1.65, 3.24, -2.82], [0.99, 2.22, -2.92], [2.31, 3.84, -4.05], [3.60, 4.08, -3.76], [2.22, 3.09, -5.14], [1.70, 4.96, -4.44], [1.89, 1.96, 0.23], [1.06, 3.02, 1.49], [2.59, 3.46, 0.60], [0.56, 4.66, -0.11], [0.09, 3.18, -0.91]]}

=====

4.
{"formula": "C5H8O2", "method": "the ωB97M-V functional and the def2-TZVPD basis", "molar_mass_g_mol": 100.12, "smiles": "CC(O)=C=O.C=C", "charge": 0, "multiplicity": 1, "homo_lumo_gap_ha": 0.3429, "de_lowest_kj_mol": 253.0, "symbols": ["C", "C", "O", "C", "O", "H", "H", "H", "H", "C", "C", "H", "H", "H", "H"], "xyz": [[-0.30, 1.29, -2.12], [-0.58, 0.95, -0.68], [0.24, 1.49, 0.30], [-1.61, 0.21, -0.32], [-2.52, -0.46, 0.00], [-0.18, 2.37, -2.22], [0.63, 0.82, -2.47], [-1.11, 0.97, -2.77], [0.85, 0.79, 0.59], [1.22, -1.02, 1.92], [0.31, -1.78, 1.30], [2.27, -1.04, 1.64], [0.94, -0.38, 2.75], [0.59, -2.44, 0.48], [-0.73, -1.78, 1.59]]}

=====

5.
{"formula": "C18H22N4OS", "method": "the ωB97M-V functional and the def2-TZVPD basis", "molar_mass_g_mol": 342.47, "smiles": "C=CCNc1nnc(SCC(=O)N2CCCCC2)c2ccccc12", "charge": 0, "multiplicity": 1, "homo_lumo_gap_ha": 0.2933, "de_lowest_kj_mol": 139.9, "symbols": ["C", "C", "C", "N", "C", "N", "N", "C", "S", "C", "C", "O", "N", "C", "C", "C", "C", "C", "C", "C", "C", "C", "C", "C", "H", "H", "H", "H", "H", "H", "H", "H", "H", "H", "H", "H", "H", "H", "H", "H", "H", "H", "H", "H", "H", "H"], "xyz": [[0.70, -6.20, -0.48], [0.17, -6.03, -1.67], [-0.97, -5.12, -2.00], [-1.63, -4.56, -0.85], [-1.35, -3.31, -0.40], [-0.65, -2.53, -1.20], [-0.39, -1.28, -0.87], [-0.81, -0.77, 0.24], [-0.41, 0.91, 0.58], [0.42, 1.38, -0.98], [0.16, 2.84, -1.31], [-0.51, 3.14, -2.28], [0.70, 3.77, -0.50], [1.58, 3.55, 0.63], [2.97, 4.10, 0.33], [2.88, 5.59, 0.00], [1.90, 5.79, -1.16], [0.55, 5.18, -0.82], [-1.57, -1.51, 1.21], [-2.01, -0.97, 2.42], [-2.74, -1.75, 3.29], [-3.03, -3.08, 2.96], [-2.60, -3.62, 1.77], [-1.86, -2.85, 0.87], [1.53, -6.87, -0.31], [0.35, -5.66, 0.39], [0.56, -6.58, -2.52], [-1.72, -5.67, -2.59], [-0.61, -4.28, -2.60], [-2.01, -5.22, -0.19], [1.48, 1.16, -0.89], [-0.02, 0.76, -1.75], [1.63, 2.49, 0.88], [1.15, 4.07, 1.50], [3.62, 3.95, 1.20], [3.40, 3.56, -0.52], [3.86, 5.98, -0.27], [2.52, 6.14, 0.87], [1.78, 6.86, -1.37], [2.30, 5.31, -2.06], [-0.14, 5.25, -1.67], [0.11, 5.69, 0.04], [-1.78, 0.05, 2.66], [-3.08, -1.35, 4.23], [-3.60, -3.69, 3.65], [-2.85, -4.65, 1.54]]}

=====

6.
{"formula": "C38H42AsGeN2O4S2Sc", "method": "the ωB97M-V functional and the def2-TZVPD basis", "molar_mass_g_mol": 847.39, "charge": 2, "multiplicity": 1, "homo_lumo_gap_ha": 0.1712, "de_lowest_kj_mol": 288.9, "symbols": ["Sc", "O", "C", "O", "C", "C", "C", "C", "C", "N", "C", "O", "O", "H", "H", "H", "H", "S", "C", "C", "C", "C", "C", "C", "As", "C", "C", "C", "C", "C", "C", "C", "C", "C", "C", "C", "C", "H", "H", "H", "H", "H", "H", "H", "H", "H", "H", "H", "H", "H", "H", "S", "C", "N", "C", "C", "C", "C", "H", "H", "H", "H", "H", "C", "C", "C", "C", "Ge", "C", "C", "C", "C", "H", "H", "H", "H", "H", "H", "H", "H", "H", "H", "H", "H", "H", "H", "H", "H", "H", "H", "H"], "xyz": [[-2.97, -20.28, -3.17], [-1.71, -17.50, -6.07], [-1.97, -18.58, -5.36], [-2.90, -18.74, -4.53], [-1.27, -19.79, -5.72], [-0.43, -19.92, -6.82], [0.08, -21.23, -6.99], [-0.20, -22.23, -6.05], [-0.91, -21.92, -4.92], [-1.60, -20.78, -4.91], [-1.03, -22.72, -3.68], [-0.43, -23.76, -3.40], [-1.92, -22.14, -2.76], [-2.22, -16.70, -5.78], [-0.06, -19.13, -7.44], [0.66, -21.59, -7.84], [0.28, -23.22, -6.23], [-1.39, -19.04, -1.54], [-2.04, -17.37, -1.72], [-1.24, -16.62, -2.61], [-1.50, -15.25, -2.62], [-2.60, -14.68, -1.96], [-3.41, -15.51, -1.19], [-3.18, -16.84, -1.08], [-4.00, -18.16, 0.09], [-5.58, -17.13, 0.52], [-6.33, -16.51, -0.55], [-7.61, -15.96, -0.32], [-8.17, -15.92, 0.98], [-7.47, -16.52, 2.00], [-6.25, -17.13, 1.79], [-3.02, -17.77, 1.79], [-3.26, -16.64, 2.57], [-2.67, -16.50, 3.85], [-1.74, -17.42, 4.36], [-1.55, -18.60, 3.61], [-2.13, -18.75, 2.33], [-0.37, -17.01, -3.13], [-0.86, -14.64, -3.25], [-2.92, -13.66, -2.20], [-4.22, -15.05, -0.66], [-5.90, -16.57, -1.57], [-8.06, -15.42, -1.15], [-9.18, -15.48, 1.21], [-7.84, -16.44, 3.04], [-5.71, -17.48, 2.60], [-3.87, -15.83, 2.19], [-2.83, -15.55, 4.34], [-1.06, -17.19, 5.23], [-0.82, -19.35, 3.99], [-1.92, -19.56, 1.62], [-5.40, -21.10, -3.06], [-5.55, -22.71, -3.68], [-6.34, -23.49, -2.92], [-6.59, -24.80, -3.29], [-5.99, -25.34, -4.37], [-5.17, -24.50, -5.20], [-4.87, -23.23, -4.80], [-6.82, -23.11, -2.11], [-7.28, -25.39, -2.68], [-6.17, -26.40, -4.55], [-4.79, -24.87, -6.14], [-4.20, -22.54, -5.33], [-2.46, -27.76, 0.10], [-3.68, -26.90, -0.33], [-3.49, -25.32, -0.29], [-2.56, -24.74, -1.34], [-1.75, -22.99, -1.04], [0.15, -22.89, -0.52], [0.43, -23.66, 0.76], [0.27, -22.86, 2.12], [-1.19, -22.41, 2.34], [-2.77, -28.82, 0.05], [-2.16, -27.50, 1.19], [-1.53, -27.72, -0.50], [-4.54, -27.14, 0.30], [-4.05, -27.24, -1.30], [-3.05, -25.05, 0.67], [-4.50, -24.92, -0.43], [-3.07, -24.59, -2.29], [-1.69, -25.39, -1.59], [-2.69, -22.14, -0.32], [0.41, -21.80, -0.39], [0.65, -23.19, -1.46], [1.51, -24.06, 0.77], [-0.22, -24.58, 0.80], [0.96, -22.00, 2.10], [0.62, -23.53, 2.90], [-1.41, -21.62, 1.63], [-1.35, -22.07, 3.36], [-1.88, -23.20, 2.21]]}

=====

7.
{"formula": "C6H6N2OS", "method": "the ωB97M-V functional and the def2-TZVPD basis", "molar_mass_g_mol": 154.19, "charge": 0, "multiplicity": 1, "homo_lumo_gap_ha": [0.2491, 0.2491], "de_lowest_kj_mol": 609.9, "symbols": ["C", "C", "C", "C", "C", "C", "N", "N", "O", "S", "H", "H", "H", "H", "H", "H"], "xyz": [[-1.14, -1.10, -1.49], [-2.23, -0.27, -1.49], [0.67, -1.26, 0.42], [-0.06, -0.92, -0.68], [-0.63, 1.22, -0.02], [1.47, 0.85, 1.05], [1.35, -0.53, 1.26], [0.13, 1.54, 0.96], [-3.21, 1.97, -0.48], [-2.36, 0.83, -0.13], [-1.07, -1.85, -2.28], [-3.07, -0.35, -2.16], [0.64, -2.32, 0.69], [2.00, 1.29, 1.90], [1.99, 1.09, 0.11], [-0.17, 2.03, 1.79]]}

=====

8.
{"formula": "C11H17N2", "method": "the ωB97M-V functional and the def2-TZVPD basis", "molar_mass_g_mol": 177.27, "charge": 1, "multiplicity": 1, "homo_lumo_gap_ha": 0.2516, "de_lowest_kj_mol": 105.7, "symbols": ["C", "C", "C", "C", "C", "C", "C", "C", "C", "N", "H", "H", "H", "H", "H", "H", "H", "H", "H", "C", "C", "N", "H", "H", "H", "H", "H", "H", "H", "H"], "xyz": [[1.63, -1.59, 1.71], [1.15, 1.79, 0.30], [0.90, 0.39, 0.18], [1.44, -0.15, 1.41], [1.85, 0.88, 2.19], [0.42, 2.07, -1.94], [0.78, 2.66, -0.72], [0.38, 0.70, -2.09], [0.45, -0.17, -0.99], [1.59, 2.11, 1.57], [0.27, 2.68, -2.82], [0.88, 3.73, -0.62], [0.34, 0.27, -3.09], [0.39, -1.24, -1.13], [1.43, 2.96, 2.06], [2.11, 0.81, 3.24], [1.77, -1.92, 2.74], [2.48, -1.98, 1.12], [0.82, -2.19, 1.28], [-3.00, -2.38, -1.06], [-2.77, -0.92, -0.91], [-2.61, -3.08, 0.23], [-4.02, -2.59, -1.31], [-2.40, -2.83, -1.85], [-1.78, -0.49, -1.14], [-3.05, -0.55, 0.08], [-2.81, -4.08, 0.20], [-1.61, -2.98, 0.39], [-3.00, -2.62, 1.06], [-3.35, -0.34, -1.63]]}

=====

9.
{"formula": "C5H14N2S", "method": "the ωB97M-V functional and the def2-TZVPD basis", "molar_mass_g_mol": 134.25, "charge": 0, "multiplicity": 1, "homo_lumo_gap_ha": 0.2386, "de_lowest_kj_mol": 340.4, "symbols": ["C", "N", "C", "C", "S", "C", "N", "C", "H", "H", "H", "H", "H", "H", "H", "H", "H", "H", "H", "H", "H", "H"], "xyz": [[0.55, -0.62, -0.27], [-0.67, 0.00, -0.61], [-0.67, 1.11, -1.56], [-2.08, 1.61, -1.79], [-0.21, -3.27, -1.16], [0.74, -0.79, 1.28], [-0.03, 0.21, 2.03], [2.21, -0.60, 1.64], [1.42, -0.12, -0.68], [0.53, -1.73, -0.55], [-1.38, -0.67, -0.89], [-0.07, 0.96, -2.47], [-0.14, 1.91, -1.05], [-2.51, 1.64, -0.78], [-2.16, 2.64, -2.13], [-2.72, 0.92, -2.33], [0.47, -1.82, 1.56], [-0.07, -0.11, 2.99], [-0.94, 0.24, 1.59], [2.87, -1.25, 1.06], [2.34, -0.70, 2.72], [2.52, 0.43, 1.41]]}

=====

10.
{"formula": "CH12N2O4", "method": "the ωB97M-V functional and the def2-TZVPD basis", "molar_mass_g_mol": 116.12, "smiles": "[H]/N=C/N.O.O.O.O", "charge": 0, "multiplicity": 1, "homo_lumo_gap_ha": 0.3803, "de_lowest_kj_mol": 84.4, "symbols": ["H", "N", "C", "N", "H", "H", "H", "O", "H", "H", "O", "H", "H", "O", "H", "H", "O", "H", "H"], "xyz": [[2.70, 2.13, -2.05], [2.08, 1.60, -1.41], [1.26, 0.86, -2.11], [0.14, 0.27, -1.62], [1.43, 0.85, -3.17], [-0.04, -0.02, -0.63], [-0.44, -0.23, -2.30], [-1.18, -1.46, 1.98], [-1.42, -0.58, 1.55], [-1.99, -2.03, 2.02], [-1.98, 0.95, 0.95], [-1.05, 1.35, 0.87], [-2.40, 1.74, 1.38], [0.77, 1.33, 1.01], [1.43, 1.33, 0.26], [1.23, 1.78, 1.69], [-0.22, -3.51, 0.17], [0.13, -3.77, 1.00], [-0.43, -2.59, 0.42]]}

=====

11.
{"formula": "C23H29BBr3N2O6PS3SbTi", "method": "the ωB97M-V functional and the def2-TZVPD basis", "molar_mass_g_mol": 976.82, "s_squared": 3.825, "charge": -2, "multiplicity": 4, "homo_lumo_gap_ha": [0.1457, 0.2289], "symbols": ["Ti", "S", "Sb", "S", "S", "Br", "C", "C", "C", "Br", "C", "C", "C", "C", "N", "C", "C", "O", "H", "H", "H", "H", "C", "O", "P", "O", "C", "O", "C", "H", "H", "H", "H", "H", "H", "H", "H", "H", "C", "C", "C", "O", "B", "O", "C", "C", "C", "H", "H", "H", "H", "H", "H", "H", "H", "H", "H", "H", "H", "Br", "C", "C", "C", "C", "N", "C", "H", "H", "H", "H"], "xyz": [[-0.80, 1.64, 0.84], [-4.84, 1.05, 2.87], [-3.55, 2.34, 1.48], [-1.65, 2.99, 2.75], [-2.32, 0.30, -0.63], [2.33, 1.42, -3.10], [2.73, 1.19, -1.26], [4.06, 1.09, -0.87], [4.36, 1.05, 0.48], [6.20, 0.82, 0.96], [3.39, 1.21, 1.48], [3.62, 1.28, 2.88], [2.53, 1.51, 3.72], [1.26, 1.67, 3.21], [0.98, 1.58, 1.88], [2.05, 1.34, 1.04], [1.69, 1.23, -0.33], [0.42, 1.17, -0.61], [4.84, 1.06, -1.61], [4.62, 1.16, 3.28], [2.68, 1.59, 4.79], [0.43, 1.89, 3.86], [0.92, -1.67, 1.48], [0.23, -1.16, 2.61], [-1.25, -0.49, 2.42], [-1.92, -1.84, 1.83], [-3.33, -2.03, 1.77], [-1.70, -0.69, 3.95], [-1.92, 0.27, 4.99], [0.65, -2.72, 1.33], [1.99, -1.59, 1.68], [0.68, -1.12, 0.57], [-3.75, -2.06, 2.77], [-3.49, -2.98, 1.25], [-3.81, -1.23, 1.20], [-1.42, -0.11, 5.88], [-2.99, 0.37, 5.15], [-1.52, 1.25, 4.73], [-2.28, -3.54, -3.07], [-1.10, -3.14, -2.17], [-0.48, -4.41, -1.59], [-1.62, -2.35, -1.12], [-1.43, -1.00, -1.43], [-0.57, -0.88, -2.51], [-0.09, -2.17, -2.88], [-0.07, -2.26, -4.40], [1.33, -2.33, -2.34], [-2.98, -4.12, -2.48], [-1.95, -4.13, -3.93], [-2.79, -2.64, -3.42], [-1.26, -4.98, -1.09], [0.29, -4.17, -0.85], [-0.04, -5.02, -2.38], [-1.04, -2.03, -4.82], [0.25, -3.25, -4.73], [0.65, -1.52, -4.77], [1.34, -2.24, -1.25], [1.95, -1.53, -2.75], [1.76, -3.29, -2.63], [2.52, 5.74, -0.69], [0.85, 4.85, -0.98], [0.18, 5.05, -2.19], [-1.07, 4.39, -2.29], [-1.52, 3.58, -1.29], [-0.83, 3.36, -0.13], [0.35, 4.08, 0.03], [0.59, 5.65, -2.98], [-1.67, 4.51, -3.19], [-2.45, 3.03, -1.40], [0.83, 4.01, 0.99]]}

=====

12.
{"formula": "C5H8N4O3", "method": "the ωB97M-V functional and the def2-TZVPD basis", "molar_mass_g_mol": 172.14, "smiles": "C[C@]1(O)Nc2nonc2N[C@@H]1O", "charge": 0, "multiplicity": 1, "homo_lumo_gap_ha": 0.3361, "de_lowest_kj_mol": 214.6, "symbols": ["C", "C", "O", "N", "C", "N", "O", "N", "C", "N", "C", "O", "H", "H", "H", "H", "H", "H", "H", "H"], "xyz": [[1.89, -1.31, 0.35], [0.48, -0.77, 0.24], [-0.34, -1.54, 0.98], [0.01, -0.50, -1.17], [-1.18, 0.16, -1.24], [-2.08, 0.01, -2.14], [-3.08, 0.83, -1.78], [-2.80, 1.46, -0.56], [-1.62, 1.15, -0.23], [-0.83, 1.37, 0.80], [0.50, 0.75, 0.77], [1.43, 1.58, 0.02], [1.76, -2.44, 0.12], [2.18, -1.13, 1.42], [2.72, -0.84, -0.26], [0.11, -2.29, 1.51], [0.09, -1.27, -1.87], [-1.16, 1.78, 1.67], [0.93, 0.77, 1.78], [0.96, 2.25, -0.40]]}